Molecular formula: C3H3O4
Method: DFT, ωB97M-V/def2-TZVPD

Last column: Löwdin charge in e.
Element x y z (Å)
1 O 0.964 0.076 -2.472  -0.16
2 O 0.788 0.885 2.470  0.08
3 O -1.293 -0.784 -0.434  -0.13
4 O -1.226 -0.146 2.382  0.06
5 C 0.909 0.109 -0.984  -0.24
6 C -0.036 -0.123 -0.136  -0.21
7 C -0.150 0.265 2.168  -0.59
8 H 0.013 -0.131 -2.842  0.11
9 H 1.782 0.428 -0.587  0.03
10 H -1.751 -0.580 0.435  0.05

Total charge: -1
Energy, eV: -11348.485
Maximum force, eV/Å: 4.10
Frontier orbital gap, hartree: 0.2613
ΔE to the lowest compared entry with this formula, charge and spin, eV: 2.168